The following is a DFT calculation (ωB97M-V with the def2-TZVPD basis set) of a structure of composition C19H20CoN7O3 at a distorted geometry.

```
50
Properties=species:S:1:pos:R:3
Co -0.6857 -0.3704 1.0020
N -2.3376 -1.1171 1.7994
C -3.4196 -0.8375 0.8131
C -3.3177 0.6344 0.4658
N -1.8933 0.8756 0.0654
H -2.2142 -2.1202 1.9306
H -2.5963 -0.7273 2.6952
H -4.3999 -1.0914 1.2148
H -3.2314 -1.4568 -0.0632
H -3.5343 1.2575 1.3335
H -3.9975 0.9201 -0.3350
H -1.6391 1.8527 0.1751
H -1.7664 0.6586 -0.9273
O 1.9861 1.9806 -6.1404
C 1.4472 0.8957 -5.5731
O 1.0188 -0.0112 -6.2205
C 1.3622 0.8642 -4.0682
C 1.1818 2.0025 -3.2962
C 1.0038 1.8865 -1.9263
C 1.0264 0.6204 -1.3304
C 1.2203 -0.5196 -2.0982
C 1.3806 -0.3934 -3.4618
N 0.8072 0.5323 0.0891
C 1.4602 1.3115 0.8655
C 0.9736 1.4822 2.2158
C 1.6332 2.2269 3.1683
C 1.1058 2.2808 4.4512
C -0.0589 1.5838 4.7170
C -0.6712 0.8710 3.6991
N -0.1800 0.8287 2.4691
H 2.4457 2.5461 -5.5033
H 1.1335 2.9824 -3.7539
H 0.8197 2.7713 -1.3308
H 1.2952 -1.4959 -1.6345
H 1.5224 -1.2672 -4.0832
H 2.3186 1.8768 0.5096
H 2.5529 2.7350 2.9154
H 1.6034 2.8461 5.2266
H -0.4997 1.5769 5.7029
H -1.5658 0.3131 3.9118
N -0.0585 -3.6804 -1.3648
C 0.0870 -2.8975 -0.3038
O -0.8310 -1.9830 -0.0298
C 1.1392 -3.0058 0.5902
C 2.2056 -3.9620 0.5011
N 3.0100 -4.7675 0.3964
C 0.9140 -2.1392 1.6224
N 0.5245 -1.3570 2.3982
H -0.8635 -3.5739 -1.9636
H 0.5829 -4.4392 -1.5367
```

- Charge: +2
- Multiplicity: 1
- Lowest unoccupied orbital energy (alpha / beta): -7.8 / -7.8 eV
- Strongest force on any atom: 0.0401 hartree/bohr
- Orbital gap (alpha / beta): 6.97 / 6.96 eV
- E_tot: -2727.28834 hartree